#P
ORCA calculation (ωB97M-V with the def2-TZVPD basis set) on a cluster of 2 separate species, C4H4F2 in total.

LUMO: 0.68 eV
frontier orbital gap: 9.56 eV

```
! wB97M-V def2-TZVPD RIJCOSX def2/J DEFGRID3
* xyz 0 1
C -1.3667 0.7020 -0.1867
H 0.6747 -1.9631 0.6887
H 1.7733 -0.6406 0.0013
H 0.4892 -1.3101 -0.9732
C 0.7752 -1.0671 0.0474
F 0.4372 1.9701 -1.2605
C -0.1918 1.1953 -0.4245
H 0.1891 0.5087 2.0844
C -0.1075 0.0131 0.4555
F -2.6727 0.5918 -0.4325
*
```

Atomic partial charges in e from the natural (NBO) method, atoms 1 to 4: atom 1 (C): 0.3222, atom 2 (H): 0.2329, atom 3 (H): 0.2335, atom 4 (H): 0.2164

#Q
ORCA calculation (ωB97M-V with the def2-TZVPD basis set) on a cluster of 2 separate species, C4H4F2 in total.

LUMO: 0.53 eV
frontier orbital gap: 9.99 eV
SMILES: FC1=C=C1F.C

```
! wB97M-V def2-TZVPD RIJCOSX def2/J DEFGRID3
* xyz 0 1
C 0.6467 0.3284 1.6191
H -1.5010 -1.2994 -1.3991
H 0.2015 -1.7091 -1.1732
C -0.4326 -0.9424 -1.5079
F 1.4539 -0.6237 1.3079
C 0.2371 1.6273 1.3845
C -0.4366 0.8093 2.3626
H -0.1393 -0.2687 -0.6898
H -0.3906 -0.5302 -2.4987
F 0.3611 2.6086 0.5945
*
```

Atomic partial charges in e from the natural (NBO) method, atoms 1 to 4: atom 1 (C): 0.3095, atom 2 (H): 0.2172, atom 3 (H): 0.2204, atom 4 (C): -0.8558

Going by the computed energies, the most stable comes first: #Q, #P.

#P
ORCA calculation (ωB97M-V with the def2-TZVPD basis set) on an isolated molecule of C3H9NOS.

LUMO (alpha / beta): 0.13 / 0.14 eV
frontier orbital gap (alpha / beta): 8.53 / 8.54 eV
SMILES: C=[S@](C)(=O)NC

```
! wB97M-V def2-TZVPD RIJCOSX def2/J DEFGRID3
* xyz 0 1
H -2.0168 2.0175 0.2537
H -0.3776 -0.4518 2.4376
H 0.2235 -1.0001 -1.8857
C -1.5041 1.2159 -0.1875
C 0.8307 -1.2797 -1.0549
S 0.8648 -0.0838 0.2868
O 2.6818 0.8495 0.2095
H 0.5645 -2.0616 -0.4422
H -1.9803 1.1409 -1.1942
H 0.5359 -1.7718 1.7293
H 1.8744 -1.3420 -1.4255
H -1.9608 0.3310 0.1692
H 0.3128 2.0589 -0.1145
C 0.0279 -0.8143 1.5092
N -0.0769 1.1912 -0.2907
*
```

Atomic partial charges in e from the natural (NBO) method, atoms 1 to 4: atom 1 (H): 0.2123, atom 2 (H): 0.2593, atom 3 (H): 0.2585, atom 4 (C): -0.4495

#Q
ORCA calculation (ωB97M-V with the def2-TZVPD basis set) on a cluster of 2 separate species, C3H9NOS in total.

LUMO (alpha / beta): 0.58 / 0.56 eV
frontier orbital gap (alpha / beta): 7.28 / 7.52 eV

```
! wB97M-V def2-TZVPD RIJCOSX def2/J DEFGRID3
* xyz 0 1
H 2.2850 -0.3334 -3.0788
H 0.5918 0.1117 1.2664
H 1.9139 0.8658 -0.1689
O -0.0757 -1.0299 -0.8865
H -0.8256 0.6793 -1.3964
H -0.5356 1.5692 1.1174
H 0.0463 -1.6532 -0.0682
H -2.4673 0.3513 1.0766
C -0.3709 0.5785 0.7706
N 1.9551 0.8655 -1.1842
S 2.6033 -0.5437 -1.7146
H -1.7830 -1.1576 1.0639
H -1.4454 -0.3167 2.4864
C -1.6556 -0.1764 1.3355
C -0.2363 0.1897 -0.6190
*
```

Atomic partial charges in e from the natural (NBO) method, atoms 1 to 4: atom 1 (H): 0.1001, atom 2 (H): 0.1914, atom 3 (H): 0.3330, atom 4 (O): -0.6270

#R
ORCA calculation (ωB97M-V with the def2-TZVPD basis set) on an isolated molecule of C3H9NOS.

LUMO: 0.69 eV
frontier orbital gap: 10.09 eV
SMILES: NC[C@@H](O)CS

```
! wB97M-V def2-TZVPD RIJCOSX def2/J DEFGRID3
* xyz 0 1
H -1.0014 -1.7077 0.6659
H 0.7852 -0.1282 1.0943
C -0.2569 1.3444 -0.1573
H 1.8029 -0.4269 -1.1302
S 0.9120 -2.6967 -0.9399
C 0.1283 -0.1070 0.2075
H 0.2724 -0.5947 -1.9219
H 1.4534 -2.6698 0.2752
H -1.8244 1.2209 0.9760
N -1.1164 1.9900 0.8686
H -0.6567 2.0175 1.7929
O -1.1073 -0.7423 0.5192
H -0.9011 1.3438 -1.0156
H 0.6685 1.9808 -0.2731
C 0.8416 -0.8240 -0.9616
*
```

Atomic partial charges in e from the natural (NBO) method, atoms 1 to 4: atom 1 (H): 0.4889, atom 2 (H): 0.1547, atom 3 (C): -0.2348, atom 4 (H): 0.2145

Going by the computed energies, the most stable comes first: #R, #Q, #P.

#P
ORCA calculation (ωB97M-V with the def2-TZVPD basis set) on a cluster of 2 separate species, C3H9NOS in total.

LUMO: 0.80 eV
frontier orbital gap: 9.33 eV
SMILES: C=CC.NSO

```
! wB97M-V def2-TZVPD RIJCOSX def2/J DEFGRID3
* xyz 0 1
O -1.5055 0.0426 -0.6160
H -1.0421 0.2287 -1.4675
H -4.0834 -1.4085 0.2287
H 2.1412 -0.6349 -1.4269
N -3.9300 -0.3975 0.5705
H 0.6482 -0.8132 0.9724
C 1.7216 -0.6874 0.8510
C 2.1867 1.3010 -0.6457
H 2.3521 1.7972 -1.6034
H 2.0137 1.9356 0.1527
C 2.0011 -0.0248 -0.4436
H 2.2735 -1.5825 0.7586
H -3.5812 -0.3395 1.5509
S -3.2350 0.5199 -0.5416
H 2.0392 0.0635 1.6600
*
```

Atomic partial charges in e from the natural (NBO) method, atoms 1 to 4: atom 1 (O): -0.9270, atom 2 (H): 0.4918, atom 3 (H): 0.3856, atom 4 (H): 0.1872

#Q
ORCA calculation (ωB97M-V with the def2-TZVPD basis set) on a cluster of 2 separate species, C3H9NOS in total.

LUMO: 0.77 eV
frontier orbital gap: 9.47 eV
SMILES: NC=O.CCS

```
! wB97M-V def2-TZVPD RIJCOSX def2/J DEFGRID3
* xyz 0 1
H -0.2735 -0.4017 3.6921
H -1.6381 0.3954 0.0579
H 0.1757 1.9781 -2.2348
H -0.9600 0.1414 -3.0324
N 0.2880 -0.1856 2.8979
S -1.9908 -0.3664 -0.9951
O 1.1156 -1.0480 0.9657
C -0.5035 -0.0460 -2.0646
H 0.4771 -2.2034 2.4631
H 1.4544 0.8277 -1.9326
H 0.4205 1.2852 -0.5971
C 0.6434 -1.1973 2.0572
H 0.3418 0.7345 2.4748
C 0.4316 1.0849 -1.6645
H 0.0177 -0.9987 -2.0877
*
```

Atomic partial charges in e from the natural (NBO) method, atoms 1 to 4: atom 1 (H): 0.3973, atom 2 (H): 0.1105, atom 3 (H): 0.2067, atom 4 (H): 0.2108

Going by the computed energies, the most stable comes first: #Q, #P.

#P
ORCA calculation (ωB97M-V with the def2-TZVPD basis set) on an isolated molecule of C3H9NOS.

LUMO: 0.49 eV
frontier orbital gap: 9.66 eV
SMILES: NC[C@H](O)CS

```
! wB97M-V def2-TZVPD RIJCOSX def2/J DEFGRID3
* xyz 0 1
S 1.8356 0.4031 0.7900
H -0.6222 -1.5199 -1.3508
H -0.0589 0.9719 1.4569
C 1.2960 -0.3373 -0.9544
H -2.2236 -0.0683 -0.4464
O -0.1036 -1.6219 0.7669
H 1.1966 0.3780 -1.7420
H 1.9225 1.8650 0.3782
C -0.2774 -0.8106 -0.5489
H -1.6167 0.1796 1.5569
H 1.8063 -1.2722 -1.1714
C -1.1712 0.3858 -0.1910
H 0.1499 -0.7011 1.2833
N -1.0279 0.9695 1.1743
H -1.1052 1.1784 -1.0016
*
```

Atomic partial charges in e from the natural (NBO) method, atoms 1 to 4: atom 1 (S): -0.1208, atom 2 (H): 0.2060, atom 3 (H): 0.3656, atom 4 (C): -0.4607

#Q
ORCA calculation (ωB97M-V with the def2-TZVPD basis set) on a cluster of 2 separate species, C3H9NOS in total.

LUMO: 0.72 eV
frontier orbital gap: 9.05 eV
SMILES: NCC=O.CS

```
! wB97M-V def2-TZVPD RIJCOSX def2/J DEFGRID3
* xyz 0 1
H -0.5915 -0.1130 -0.7738
H -1.8145 -2.3577 -2.9847
H 0.8949 0.9727 3.5416
O 1.9759 1.9856 2.2003
C -1.0736 -1.6976 -2.5448
H -0.1943 -2.2895 -2.3005
S -1.7593 -0.8640 -1.0809
H 0.6656 1.7873 -0.0918
H 0.1394 -0.4809 1.6650
C 0.1798 0.5974 1.4695
H -0.8252 0.9722 1.6561
H -0.8017 -0.9516 -3.2908
N 0.5763 0.7939 0.0864
C 1.1138 1.2059 2.4826
H 1.5142 0.4392 -0.0342
*
```

Atomic partial charges in e from the natural (NBO) method, atoms 1 to 4: atom 1 (H): 0.1972, atom 2 (H): 0.2207, atom 3 (H): 0.1099, atom 4 (O): -0.5195

Going by the computed energies, the most stable comes first: #Q, #P.